# 1
Computed, not measured: an isolated molecule of C20H24O5S at a distorted geometry, with ωB97M-V with the def2-TZVPD basis set.

Properties
largest force on an atom: 1.0 eV/Å
SMILES string: CCCCS(=O)(=O)C[C@@H](COc1ccccc1)OC(=O)c1ccccc1
E: -1550.893571 hartree
ΔE to the lowest compared entry with this formula, charge and spin: 0.238 eV
multiplicity: 1

Geometry (Å):
C (3.41678, 2.03802, -0.76647)
H (-2.08099, -6.21108, -0.76318)
H (4.40574, 2.34691, -2.62662)
H (0.16944, -4.34339, 1.60508)
H (-3.27578, 0.27419, 0.67010)
H (-1.18586, -3.90861, -1.09290)
H (2.47945, 2.40436, -1.15391)
H (-5.31852, 4.48153, -0.91992)
H (1.04393, -2.05915, 1.26195)
C (-5.10888, 1.35315, 0.34917)
O (2.55179, 1.58937, 1.49531)
S (-0.21642, -1.43072, -0.65895)
H (1.23488, 2.76530, 0.38706)
C (5.86568, 1.10316, 0.14567)
H (-6.75092, 2.65126, -0.09961)
C (0.72476, 0.12830, -0.44257)
H (0.11388, -5.05842, -0.77894)
H (0.86513, 2.49146, 2.10262)
O (-0.72213, 2.67413, -0.88553)
H (-1.36114, -6.26896, 0.84673)
C (4.51673, 2.00418, -1.60881)
C (-0.30098, -3.71056, 0.84724)
C (3.54327, 1.60273, 0.54704)
C (-3.49863, 3.41760, -0.56813)
C (-0.75328, -4.56339, -0.33581)
O (-0.05633, -1.82267, -2.03238)
H (-5.74149, 0.54781, 0.69137)
C (0.32951, 0.83317, 0.84300)
H (1.77340, -0.15547, -0.44233)
H (6.81540, 0.73906, 0.50796)
C (1.25214, 2.02578, 1.18945)
O (-1.55860, -1.26310, -0.17353)
H (4.85882, 0.80357, 2.01869)
O (-1.03310, 1.23387, 0.82070)
H (0.50748, 0.73962, -1.31593)
C (4.77895, 1.13364, 0.99484)
H (6.58885, 1.51701, -1.82964)
C (0.66320, -2.62357, 0.41483)
H (-2.66124, -5.12649, 0.49990)
C (-1.45783, 2.09037, -0.12381)
H (1.48295, -3.00859, -0.18505)
C (-4.87240, 3.56566, -0.56178)
C (-3.73481, 1.19850, 0.35667)
C (5.73992, 1.53927, -1.16395)
C (-5.67688, 2.53515, -0.10034)
C (-1.77757, -5.60824, 0.08862)
H (-2.85345, 4.20432, -0.92919)
H (0.37535, 0.12138, 1.67717)
C (-2.92673, 2.23845, -0.09636)
H (-1.17349, -3.22987, 1.29448)

---

# 2
Computed, not measured: an isolated molecule of C5H5NO, with ωB97M-V with the def2-TZVPD basis set.

Properties
largest force on an atom: 0.7 eV/Å
SMILES string: C#CC(=O)[C@H]1CN1
E: -323.405941 hartree
ΔE to the lowest compared entry with this formula, charge and spin: 3.095 eV
multiplicity: 1

Geometry (Å):
C (-1.14463, -1.27787, 0.77403)
H (0.51447, 1.51504, -2.06177)
H (1.86300, 1.21922, 0.53797)
C (-2.09573, -2.01580, 0.76467)
O (0.24339, 0.24196, 1.83281)
N (1.77123, 0.89250, -0.42429)
H (-0.11577, 2.00860, -0.40778)
H (0.76706, -0.88594, -1.16420)
H (-2.95227, -2.64848, 0.81235)
C (0.51505, 1.33957, -0.98905)
C (0.67245, -0.05180, -0.47689)
C (-0.03824, -0.33700, 0.80217)

---

# 3
Computed, not measured: an isolated molecule of C2H2Cl2N2 at a distorted geometry, with ωB97M-V with the def2-TZVPD basis set.

Properties
largest force on an atom: 4.5 eV/Å
SMILES string: ClCN1N=C1Cl
E: -1107.162146 hartree
ΔE to the lowest compared entry with this formula, charge and spin: 2.066 eV
multiplicity: 1

Geometry (Å):
H (-0.70426, 0.19347, -0.42796)
Cl (3.62350, -0.73497, 1.08601)
C (0.16447, 0.80401, -0.23200)
Cl (0.13180, 1.45146, 1.42940)
C (2.76324, -0.01036, -0.07683)
N (2.69735, 0.81398, -1.02256)
H (0.31262, 1.74702, -0.92920)
N (1.41929, 0.05176, -0.50070)

---

# 4
Computed, not measured: a cluster of 2 separate species, C7H11N2O2 in total at a distorted geometry, with ωB97M-V with the def2-TZVPD basis set.

Properties
largest force on an atom: 6.9 eV/Å
charge: -1
E: -533.343270 hartree
ΔE to the lowest compared entry with this formula, charge and spin: 1.951 eV
multiplicity: 1

Geometry (Å):
H (-1.13691, -1.50758, 1.60880)
H (0.57410, -2.04892, 1.46426)
C (1.48284, 1.25538, -0.98679)
H (-0.60394, -2.51138, 2.89185)
H (-2.67791, -0.17367, -1.94968)
C (-0.21521, -0.14956, -0.81154)
C (-0.16231, -1.68052, 2.19238)
N (0.85929, 0.31247, -0.13706)
H (-2.27305, -1.30451, -3.39438)
H (-0.86750, -0.91245, -0.45288)
C (-2.47345, -0.24944, -3.04578)
H (2.33500, 1.76062, -0.74114)
H (-0.50467, -0.00735, -4.08930)
O (-0.24005, -0.24224, 4.27520)
H (-3.19690, 0.17263, -3.78047)
C (-0.22224, 0.54992, -2.01828)
C (0.38699, -0.61706, 3.19107)
C (-1.02820, 0.47754, -3.26539)
O (1.39005, -0.23386, 2.70492)
N (0.92303, 1.30841, -2.16185)
H (1.01114, -0.08243, 0.82801)
H (-0.94608, 1.56016, -3.66774)

---

# 5
Computed, not measured: an isolated molecule of C3H2N4O at a distorted geometry, with ωB97M-V with the def2-TZVPD basis set.

Properties
largest force on an atom: 3.9 eV/Å
SMILES string: O=c1nccnnn1
E: -409.652911 hartree
ΔE to the lowest compared entry with this formula, charge and spin: 2.049 eV
multiplicity: 1

Geometry (Å):
N (-0.62348, 0.00986, 1.61410)
C (-0.72427, 0.20880, -0.86077)
N (0.45711, 0.30131, -1.29987)
N (1.52285, 0.49351, 0.84734)
O (2.20294, -1.05648, -0.82366)
C (1.39819, -0.26569, -0.52928)
H (-1.56579, 0.55028, -1.57295)
H (-2.10526, -0.75901, 0.52595)
N (0.60563, 0.72281, 1.62276)
C (-1.16792, -0.20538, 0.47638)

---

# 6
Computed, not measured: the ion C6H14N3O2 with charge +1 at a distorted geometry, with ωB97M-V with the def2-TZVPD basis set.

Properties
largest force on an atom: 6.7 eV/Å
charge: +1
SMILES string: CON1[C@@H](C)C(C)(C)N[N+]1=O
E: -551.268850 hartree
ΔE to the lowest compared entry with this formula, charge and spin: 6.727 eV
multiplicity: 1

Geometry (Å):
O (-2.46430, 2.20953, -0.06666)
C (-0.15450, -0.40712, 0.60609)
C (1.82748, 1.22186, 1.02705)
C (0.56748, -1.67530, 0.16318)
O (-2.42120, -0.68035, 0.64806)
H (1.49504, -1.92195, 0.74165)
H (-3.87399, 0.07356, -0.72844)
N (-1.42494, -0.16909, -0.00294)
H (-4.16902, -1.46598, 0.37502)
H (1.39439, 1.60903, 2.05972)
N (-0.26974, 1.96524, 0.16254)
H (2.47227, 0.47187, 1.05163)
H (1.06011, 1.78987, -1.68115)
C (-3.48223, -0.95668, -0.33006)
N (-1.47104, 1.58737, 0.10658)
C (0.67926, 0.86334, 0.13992)
H (-0.22158, -2.39842, 0.36826)
H (-0.43452, -0.28856, 1.62160)
H (-0.05809, 2.90973, -0.22335)
C (1.11584, 0.79789, -1.31863)
H (0.74075, -1.53119, -0.82186)
H (0.56754, 0.20448, -1.87728)
H (2.25761, 0.63166, -1.49416)
H (-3.24257, -1.75562, -1.12974)
H (2.39272, 2.16307, 0.72293)

---

# 7
Computed, not measured: the ion C3H2BrN2O2S with charge -1 at a distorted geometry, with ωB97M-V with the def2-TZVPD basis set.

Properties
largest force on an atom: 2.6 eV/Å
charge: -1
E: -3347.696645 hartree
ΔE to the lowest compared entry with this formula, charge and spin: 2.045 eV
multiplicity: 1

Geometry (Å):
O (-1.54921, -2.80337, 0.89117)
H (0.10337, -1.31308, -0.14062)
C (-0.56231, -0.42801, -0.28556)
C (-2.36674, 0.67793, 0.18653)
N (-0.23149, 0.78535, 0.23373)
Br (-4.23846, 0.98617, 0.15944)
S (-2.66574, -2.13150, 0.24874)
N (-1.90482, -0.52818, -0.27797)
H (0.59042, 1.33563, -0.14655)
O (-2.99736, -2.67711, -1.03778)
C (-1.38028, 1.56225, 0.52912)

---

- What is the multiplicity in the seventh record?
  1

---

What did the sixth record say?
Computed, not measured: the ion C6H14N3O2 with charge +1 at a distorted geometry, with ωB97M-V with the def2-TZVPD basis set.

Properties
largest force on an atom: 6.7 eV/Å
charge: +1
SMILES string: CON1[C@@H](C)C(C)(C)N[N+]1=O
E: -551.268850 hartree
ΔE to the lowest compared entry with this formula, charge and spin: 6.727 eV
multiplicity: 1

Geometry (Å):
O (-2.46430, 2.20953, -0.06666)
C (-0.15450, -0.40712, 0.60609)
C (1.82748, 1.22186, 1.02705)
C (0.56748, -1.67530, 0.16318)
O (-2.42120, -0.68035, 0.64806)
H (1.49504, -1.92195, 0.74165)
H (-3.87399, 0.07356, -0.72844)
N (-1.42494, -0.16909, -0.00294)
H (-4.16902, -1.46598, 0.37502)
H (1.39439, 1.60903, 2.05972)
N (-0.26974, 1.96524, 0.16254)
H (2.47227, 0.47187, 1.05163)
H (1.06011, 1.78987, -1.68115)
C (-3.48223, -0.95668, -0.33006)
N (-1.47104, 1.58737, 0.10658)
C (0.67926, 0.86334, 0.13992)
H (-0.22158, -2.39842, 0.36826)
H (-0.43452, -0.28856, 1.62160)
H (-0.05809, 2.90973, -0.22335)
C (1.11584, 0.79789, -1.31863)
H (0.74075, -1.53119, -0.82186)
H (0.56754, 0.20448, -1.87728)
H (2.25761, 0.63166, -1.49416)
H (-3.24257, -1.75562, -1.12974)
H (2.39272, 2.16307, 0.72293)

---

- The highest largest force on an atom belongs to which entry?
  C7H11N2O2

---

- Which of these has the lowest E?
  C3H2BrN2O2S